# 1
{
  "formula": "C22H38N9O3RbS",
  "method": "ωB97M-V with the def2-TZVPD basis set",
  "multiplicity": 1,
  "homo_lumo_gap_ev": 6.93,
  "e_tot_ha": -2001.9122,
  "total_charge": 0,
  "lumo_ev": 0.186,
  "symbols": ["C", "C", "H", "C", "H", "C", "H", "N", "H", "H", "H", "N", "C", "H", "H", "N", "H", "H", "H", "H", "H", "C", "H", "H", "H", "H", "H", "H", "C", "H", "C", "C", "H", "H", "Rb", "C", "C", "H", "H", "H", "C", "H", "H", "C", "H", "N", "H", "C", "C", "C", "N", "O", "C", "N", "H", "H", "O", "H", "C", "C", "S", "H", "C", "H", "H", "C", "O", "H", "C", "N", "N", "H", "H", "N"],
  "coordinates": [[3.17795, -0.30706, -5.89488], [-3.32735, 1.54703, 4.28896], [0.46550, 4.40905, -3.45210], [-2.36207, 3.25584, 0.54139], [0.55394, 2.89871, -4.35685], [-1.57718, 4.69239, -1.58365], [4.05487, -1.18104, 3.08755], [-0.03572, 1.46400, -2.27434], [-0.32728, 0.24097, 4.47244], [2.42336, 0.72583, 3.37673], [3.48459, -1.30043, -4.05055], [-1.52822, 2.69832, -0.31330], [-1.99764, 2.27326, 4.48896], [-2.63337, 2.67764, 1.40103], [0.73303, -0.85729, -4.88028], [0.37595, 0.75877, -3.35895], [1.63319, -2.77387, -1.75410], [1.78179, -3.20272, 0.90143], [-0.98386, 3.74167, -4.20454], [-1.20405, 5.22736, -2.44742], [-2.10541, -3.06619, -1.72136], [3.10525, 0.66530, 2.51836], [4.02893, 1.21586, 2.76274], [-3.60220, 4.92036, 1.09263], [0.19380, -4.40473, -2.96834], [2.90937, 0.91950, 0.47676], [-0.97772, -3.41004, 0.77019], [-2.45357, -5.01442, -0.44847], [-0.56051, -4.29931, 0.26919], [-0.43475, 0.01579, 6.24871], [1.41356, -0.00283, -3.22068], [-1.14343, 3.39368, -1.39444], [-1.39604, 2.25463, 3.55934], [-3.82065, 1.94336, 3.40141], [-0.19072, 0.23127, 0.38770], [-2.43100, 5.26588, -0.67890], [3.45923, -0.79666, 2.27829], [4.10497, -0.64821, -6.35965], [-3.95058, 1.70667, 5.17894], [2.45107, -0.18377, -6.70420], [-1.47054, -4.80251, -0.85295], [2.63304, -2.30546, -5.26230], [-2.06012, -1.45417, 4.97901], [2.74234, -1.30680, -4.83057], [0.26524, -2.05937, -0.99285], [-1.60648, -3.89572, -1.99377], [4.06161, -0.85853, 1.38425], [-2.25893, -0.43232, 5.20535], [-0.97474, 0.34683, 5.36241], [-0.06467, 3.48706, -3.68715], [0.76415, -3.95050, -0.24363], [-1.27145, 1.71874, 5.56643], [0.64509, -2.99934, -1.38423], [-3.00013, -0.68529, 1.81956], [2.51449, 2.22534, 1.33998], [-0.44679, -5.08668, 1.01772], [2.60458, -2.78553, 1.34105], [1.24589, -4.76303, -0.61744], [-2.87462, 4.51986, 0.39213], [-3.02751, -0.35413, 2.92371], [2.52521, -0.01214, -1.89789], [3.35346, 0.66065, -5.41266], [-0.35217, 2.69122, -2.44388], [-1.07791, -5.75846, -1.22504], [-2.85323, -0.38941, 6.10578], [-0.29119, -3.51331, -2.49218], [1.16856, -1.46784, 2.46608], [-2.74101, 6.28099, -0.80037], [2.29215, -1.69795, 2.06600], [1.48776, -0.96167, -4.20308], [-3.10221, 0.12430, 4.15049], [-0.38926, -2.73847, -3.25185], [-2.22168, 3.31392, 4.70131], [2.47401, 1.21515, 1.33485]],
  "atomic_forces_ev_per_a": [[0.1, 0.1, 0.0], [0.3, 0.7, 0.3], [0.0, 0.1, 0.0], [0.1, 0.1, -0.1], [0.0, 0.0, 0.0], [0.6, 0.3, -0.6], [0.3, -0.2, 0.4], [-0.4, 0.2, 0.4], [-0.2, -0.1, 0.2], [0.1, 0.1, -0.1], [0.3, -0.4, 0.3], [0.3, -0.2, -0.1], [-0.1, -0.2, -0.3], [-0.2, -0.5, 0.4], [0.2, 0.2, 0.3], [-0.3, 0.8, -0.2], [0.3, 0.0, -0.2], [0.2, -0.1, 0.1], [-0.2, 0.1, -0.2], [-0.2, 0.2, 0.2], [-0.3, 0.3, 0.1], [0.3, -0.2, 0.3], [-0.1, -0.3, 0.2], [0.2, -0.1, 0.0], [-0.4, 0.6, 0.3], [0.2, -0.2, -0.4], [0.1, -0.2, -0.2], [-0.3, 0.0, 0.1], [0.0, -0.3, -0.2], [0.0, 0.0, -0.1], [-0.1, -0.3, 0.8], [0.0, -1.0, 0.2], [-0.1, -0.2, 0.2], [-0.2, -0.1, 0.1], [0.1, -0.2, 0.0], [-0.2, 0.1, 0.2], [0.2, 0.6, -0.2], [0.1, 0.1, 0.0], [0.0, 0.0, -0.2], [-0.1, 0.0, 0.2], [-0.2, 0.1, 0.0], [0.2, 0.0, 0.1], [0.2, -0.8, -0.2], [-0.2, 0.1, -0.4], [-0.1, 0.1, 0.0], [0.4, -0.5, 0.1], [0.4, -0.1, -0.3], [-0.1, 0.2, -0.1], [0.1, 0.3, -0.2], [0.3, -0.4, -0.1], [0.1, 0.8, -0.4], [0.0, 0.4, 0.1], [-0.3, -0.5, 0.1], [0.1, -0.3, -0.5], [0.0, 0.1, 0.0], [0.0, 0.1, 0.1], [-0.3, 0.9, 0.4], [-0.1, -0.2, 0.2], [-0.5, 0.6, 0.3], [0.2, 0.2, -0.1], [0.1, 0.1, -0.2], [0.0, -0.1, -0.2], [0.0, 0.4, -0.2], [0.0, 0.1, 0.0], [0.0, 0.0, 0.5], [0.7, -0.3, 0.1], [-0.2, 0.1, 0.0], [-0.3, 0.5, -0.1], [-0.3, -1.0, -0.8], [-0.1, -0.5, -0.7], [-0.1, -0.3, 0.1], [0.0, -0.1, -0.1], [0.2, 0.2, 0.3], [-0.6, 0.4, 0.2]]
}

***

# 2
{
  "formula": "C22H39AlCl2F5Li2N2O13S",
  "method": "ωB97M-V with the def2-TZVPD basis set",
  "multiplicity": 1,
  "homo_lumo_gap_ev": 1.32,
  "e_tot_ha": -4024.7202,
  "total_charge": -1,
  "lumo_ev": -0.297,
  "symbols": ["H", "C", "C", "H", "O", "C", "H", "O", "H", "O", "H", "N", "H", "H", "C", "H", "H", "C", "N", "Li", "O", "H", "C", "C", "H", "C", "H", "O", "O", "H", "H", "O", "H", "O", "H", "F", "Cl", "H", "H", "H", "O", "O", "S", "C", "H", "H", "C", "C", "H", "Al", "H", "H", "H", "H", "C", "F", "H", "H", "H", "C", "H", "C", "O", "H", "C", "O", "C", "C", "Li", "H", "F", "C", "O", "C", "H", "H", "C", "C", "F", "H", "C", "F", "H", "H", "H", "H", "Cl"],
  "coordinates": [[-3.07618, -2.07844, 2.66714], [-7.23230, -1.11637, 3.37870], [4.79625, 0.63456, -2.72223], [6.20178, 0.21002, -0.54847], [1.56176, -2.00609, -0.06067], [6.03849, -0.72120, -1.09087], [9.10197, 1.34486, -1.42842], [-7.24359, -2.30533, 3.62326], [0.67688, 0.15992, 1.20715], [-3.37653, 5.46666, 1.14803], [4.31242, -3.27610, -3.47613], [0.42287, 2.09738, 0.37065], [-4.39549, 7.00667, 0.22115], [-8.02999, 2.50953, 1.27732], [-2.52271, 4.95568, 0.27095], [7.12133, 1.34421, -2.76834], [-4.99076, 4.14261, -0.75172], [-7.13428, 1.72675, 3.16738], [5.90500, -0.36254, -2.54894], [0.66704, 4.10391, -0.59556], [-0.63864, -1.25985, -1.00630], [5.39075, -3.43770, -1.27281], [-7.77070, -0.47375, 2.18228], [-6.59718, 1.10440, 4.34181], [3.66190, -3.22057, -1.04555], [-6.62937, -0.23751, 4.45311], [-6.17769, 1.73998, 5.10887], [-1.89848, -1.71585, 5.45790], [-1.38171, 4.63131, 0.54364], [0.38878, 2.60822, 1.25321], [-2.64773, -3.57436, 1.74481], [-4.62730, -3.66158, 2.98398], [5.01393, -1.75706, 0.46396], [-8.19919, 1.57177, 1.05617], [5.02551, 1.50760, -2.11577], [-1.49779, -6.19420, -1.90640], [-1.05809, -3.79270, -0.52588], [-0.53990, 1.89461, 0.09522], [9.18351, -0.10152, -3.50912], [-4.82803, 5.61179, -1.72952], [1.36826, 0.34833, -0.78541], [-3.04368, 4.84408, -0.94462], [0.96717, -1.21083, -1.11590], [4.83108, -1.47707, -0.57398], [-8.20479, -1.10229, 1.41806], [2.87086, -4.24386, 2.02035], [4.41921, -2.37122, -2.87659], [4.56533, -2.72818, -1.40352], [3.85053, 0.21056, -2.40340], [-5.89710, 2.46057, -2.10925], [8.62973, -0.08033, -0.50641], [6.51706, -2.20361, -3.35851], [7.04292, 0.27534, -4.16582], [3.49981, -1.80114, -3.03077], [5.61634, -1.58918, -3.38262], [-5.79275, 0.79167, -2.06663], [-6.24977, -1.84292, 5.29664], [-5.43085, 5.78876, 0.99292], [-5.41661, -4.11851, 3.27983], [9.12587, 0.25413, -1.41588], [3.94624, -0.83804, -0.56464], [1.17375, 0.86518, 0.53643], [2.04943, -4.18059, 2.51723], [10.16822, -0.05352, -1.34244], [-1.16962, -2.15907, -0.04516], [-6.15631, -0.88392, 5.49427], [-7.72644, 0.86431, 2.08289], [7.15862, 0.30120, -3.08225], [-0.98044, -6.88127, -3.34034], [-1.24170, -1.50240, 4.78978], [-4.92987, 3.06932, -3.35865], [-4.46935, 5.09683, -0.84365], [-7.14851, 2.94163, 2.98254], [-4.52741, 5.93990, 0.41547], [4.74570, 0.90659, -3.77455], [1.38487, -3.98966, 1.84291], [8.49734, -0.31910, -2.68874], [-2.29555, -2.62387, 2.14118], [-5.32823, 3.12561, -0.64900], [2.14249, 1.11365, 0.98070], [-1.72138, -1.74493, 1.09448], [-7.49034, 2.95302, -2.35111], [8.43486, -1.40755, -2.62988], [-1.48055, -2.83452, 2.84790], [6.91888, -1.35461, -0.99717], [5.45913, -1.24112, -4.40343], [-1.82773, -0.05039, 1.43025]],
  "atomic_forces_ev_per_a": [[-0.2, -0.6, 0.2], [0.1, -0.2, 0.1], [0.0, -0.1, 0.0], [0.1, 0.0, 0.0], [0.0, 0.0, 0.2], [-0.1, -0.2, 0.1], [0.0, 0.0, 0.0], [-0.4, 0.2, -0.2], [0.0, -0.1, -0.4], [0.3, 0.0, 0.2], [0.1, 0.0, -0.1], [0.2, 1.1, -0.3], [0.1, 0.1, 0.2], [0.1, -0.1, 0.0], [-0.5, 0.0, -0.9], [0.0, 0.0, 0.1], [1.3, 3.5, 0.0], [0.2, 0.1, 0.3], [-0.1, 0.3, -0.1], [-1.0, -0.5, 0.6], [0.3, 0.1, 0.5], [0.0, 0.0, 0.0], [0.0, 0.0, 0.0], [-0.1, 0.2, 0.1], [0.0, 0.1, 0.0], [0.3, 0.0, 0.1], [0.1, -0.1, 0.0], [0.1, 0.2, 0.3], [1.0, -0.1, -0.2], [-0.3, -0.4, 0.1], [-0.4, 0.2, 0.1], [0.0, 0.1, -0.2], [0.1, 0.1, 0.0], [-0.1, -0.2, -0.1], [0.0, 0.0, 0.0], [0.6, -0.6, -1.1], [-0.1, -0.1, -0.1], [0.1, -0.1, 0.3], [-0.1, -0.1, -0.1], [0.4, 0.4, -0.2], [-0.2, -0.2, 0.2], [0.9, 0.1, 0.4], [0.5, -0.1, -0.9], [-0.3, -0.1, 0.0], [0.1, 0.0, 0.0], [-0.1, 0.0, 0.0], [-0.2, 0.0, 0.1], [0.0, -0.1, 0.1], [0.0, 0.0, 0.0], [-0.8, -1.1, -1.3], [0.0, 0.0, 0.0], [0.0, 0.0, 0.0], [-0.1, 0.1, 0.0], [0.0, 0.0, 0.0], [-0.1, -0.2, 0.0], [0.1, 0.1, 0.1], [0.3, 0.1, -0.1], [0.0, -0.2, 0.2], [-0.2, -0.1, 0.1], [0.0, -0.1, 0.0], [0.0, 0.0, 0.1], [0.0, 0.5, 0.2], [0.2, 0.0, -0.2], [0.0, 0.0, 0.0], [-0.1, 0.5, 0.3], [-0.3, -0.1, -0.1], [0.0, -0.1, 0.0], [0.1, -0.1, 0.0], [-0.5, 0.5, 1.1], [0.2, 0.1, -0.2], [0.1, 0.2, 0.3], [0.9, 4.5, -0.3], [-0.1, 0.0, -0.2], [-0.1, 0.2, -0.6], [0.0, 0.0, 0.0], [-0.1, 0.1, 0.1], [0.1, 0.2, 0.2], [0.7, 0.3, -0.1], [-2.9, -8.0, 1.3], [0.0, -0.1, -0.2], [-0.1, -0.6, -0.3], [0.2, 0.2, 0.2], [0.0, 0.0, -0.1], [-0.3, 0.1, 0.2], [0.1, 0.1, -0.1], [0.1, 0.0, 0.0], [0.0, 0.3, -0.1]]
}

***

# 3
{
  "formula": "C22H39BBeCaFIKN4O19PS2",
  "method": "ωB97M-V with the def2-TZVPD basis set",
  "multiplicity": 1,
  "homo_lumo_gap_ev": 1.32,
  "e_tot_ha": -5361.5241,
  "total_charge": -2,
  "lumo_ev": 0.156,
  "symbols": ["O", "H", "C", "H", "H", "H", "N", "O", "O", "H", "C", "C", "H", "O", "H", "C", "H", "S", "H", "O", "F", "H", "C", "C", "C", "H", "H", "C", "H", "C", "H", "H", "H", "H", "H", "N", "H", "H", "N", "C", "H", "H", "N", "H", "C", "O", "K", "O", "C", "H", "O", "O", "O", "C", "H", "C", "O", "O", "O", "C", "H", "B", "H", "H", "H", "C", "H", "O", "C", "H", "H", "S", "P", "H", "I", "H", "H", "O", "O", "H", "C", "O", "Be", "C", "C", "C", "H", "H", "O", "H", "O", "C", "Ca"],
  "coordinates": [[2.61725, 6.41169, -5.12626], [-4.84488, -1.51573, -3.00570], [-1.13322, 1.74114, 0.98159], [-4.11087, 2.27473, 0.68628], [6.01931, -0.11829, 4.75571], [-4.04446, 0.31844, 0.66574], [-5.13062, -2.01948, 0.30017], [3.77737, 0.63774, 3.54772], [7.14102, 1.90185, -2.32704], [-0.11203, -5.66353, 0.37332], [3.05460, 7.39891, 3.09989], [-2.35980, 1.30907, 1.98969], [-8.73587, -1.90832, -6.14577], [0.20588, 3.23979, 3.64425], [5.16987, 1.88353, 2.32018], [-5.61875, -0.98252, -4.91482], [2.35706, 4.81193, 2.78976], [6.95942, 2.29510, -3.73627], [-4.24223, -2.43615, -4.25980], [8.10784, 1.82158, -4.53024], [5.36940, 10.02228, 3.77608], [-8.92172, -3.58234, -5.57520], [3.93042, -2.43821, 2.19350], [2.69920, 0.18508, 2.63652], [-8.38601, -2.64199, -5.41418], [0.02880, 4.18804, 3.30766], [-6.11932, 0.61506, -3.54491], [1.49985, -1.77950, 0.95969], [-0.61487, -10.93928, 2.74825], [1.42361, 1.21640, 2.30978], [3.22356, 3.81520, 4.13864], [-8.61604, -2.29684, -4.40295], [4.96981, 8.15833, 2.47769], [-6.80633, -1.20122, -6.75695], [-5.41183, -2.26794, -6.62695], [1.39857, -3.12682, 0.25029], [-1.90901, -5.75539, 0.47249], [-0.92636, 2.89625, 1.20029], [-0.66263, -1.53171, -0.22624], [5.04926, 0.83317, 2.83453], [7.30968, 0.49191, 3.51529], [3.60008, 8.88246, 1.61147], [-5.07660, -1.94911, -3.90745], [5.30673, -0.00996, 2.05685], [-0.84091, -8.00016, 1.37425], [-4.80141, -3.21313, 0.20092], [0.77828, -5.84350, 2.74510], [-0.87114, -6.77670, 1.96035], [2.77062, 3.72332, 3.04856], [0.18007, -10.43610, 1.24424], [-6.98772, -2.90114, -5.51366], [5.71911, 1.69332, -4.25855], [-5.44054, -1.55073, 1.40788], [6.25786, 0.76424, 3.98801], [-7.19897, 0.50196, -4.94063], [-6.63014, -0.08644, -4.21333], [2.09549, 7.08017, 2.34354], [-0.73910, -8.93359, 2.35394], [6.86992, 3.76370, -3.82905], [0.15974, 0.77368, 1.30768], [-5.78762, -2.68232, -3.75504], [1.46925, 2.71862, 3.01379], [-4.63060, 1.26812, 2.19457], [3.56250, 3.45642, 2.22918], [6.37626, 1.76962, 4.58323], [0.26286, -0.74236, 0.67284], [4.27000, -2.55094, 3.32067], [-5.14983, -1.29455, -0.70837], [3.94246, 8.51874, 2.58503], [3.93138, 9.35524, 3.29010], [-7.33894, -0.65267, -3.60262], [-0.10097, -3.16859, -0.64862], [3.77821, 5.48150, -4.73798], [-4.77817, -0.38372, -5.27855], [-1.72214, 1.70118, -1.16902], [-1.61696, -10.52803, 1.34337], [-2.39084, 2.12803, 2.85242], [4.96171, 5.71340, -5.69173], [3.31773, 4.01793, -4.83799], [-0.99295, -4.76072, 1.62074], [-6.22856, -1.81228, -6.05451], [4.21650, 5.78300, -3.29528], [-0.93060, 5.16927, 4.18896], [-0.97733, -5.68930, 1.04351], [-0.69648, -10.27848, 1.88094], [2.75395, -1.31736, 1.95502], [3.53490, -3.51539, 1.86641], [4.90542, -2.25944, 1.53082], [-0.89573, -8.22241, 0.17482], [-2.21522, 0.27482, 2.52173], [3.39199, 6.92952, 4.22267], [-3.84789, 1.31081, 1.29567], [6.86940, 0.51803, 1.03140]],
  "atomic_forces_ev_per_a": [[0.4, -0.5, -0.3], [0.0, 0.0, 0.6], [0.6, -0.1, 2.0], [0.8, -1.9, 1.1], [0.4, 2.0, -1.8], [0.5, 2.5, 1.3], [-0.2, -0.4, 1.4], [-0.7, -1.0, -3.7], [0.1, -0.4, 1.3], [-0.2, -0.2, 0.0], [-0.1, -0.8, 1.5], [-1.2, 0.7, 0.3], [0.2, 0.0, 0.0], [2.1, -1.1, -2.2], [-0.8, -1.6, 0.7], [-0.6, 0.5, -0.1], [1.0, -1.9, 0.6], [0.2, -0.3, -0.5], [-0.2, 0.3, 0.2], [0.1, 0.1, 0.1], [0.5, 0.8, 0.4], [0.2, 0.1, 0.0], [-0.4, -0.3, 0.0], [-2.0, -2.5, -2.9], [-0.3, -0.3, 0.4], [1.3, -1.6, -0.1], [-0.1, -0.1, -0.1], [-0.1, 0.0, -0.2], [0.0, 0.4, 0.0], [-1.2, -3.1, -1.9], [-0.8, -0.2, -2.3], [-0.2, 0.1, -0.1], [-0.3, 0.0, 0.2], [0.0, 0.0, 0.3], [-0.1, 0.0, 0.0], [-1.0, 4.4, 2.2], [0.3, 0.1, 0.1], [0.0, -2.8, -0.6], [2.6, 1.3, 2.2], [1.7, 0.3, 1.9], [-1.9, 0.6, 0.9], [0.0, -0.1, 0.0], [0.3, -0.6, -0.3], [-2.1, 0.6, 1.9], [-0.6, -1.4, -1.4], [0.2, -0.6, -0.3], [4.8, 2.4, 2.7], [-3.3, -3.0, -1.6], [-0.5, 0.3, -0.4], [-0.3, 0.1, 0.0], [0.0, 0.7, -0.6], [0.0, 0.2, 0.2], [0.0, 0.0, -0.4], [-0.4, -0.5, 0.5], [0.2, -0.1, 0.1], [0.0, 0.3, 0.3], [0.2, -0.2, 0.4], [0.0, 1.3, -0.5], [-0.1, -0.3, -0.1], [3.2, -1.0, 1.4], [0.1, 0.3, 0.1], [-0.6, 1.4, 0.7], [1.7, 0.0, -1.9], [-1.3, 0.5, 1.7], [-0.4, -2.0, -1.4], [0.3, -3.8, -1.5], [-0.7, 0.6, -2.3], [-0.1, 0.7, -1.5], [0.0, 0.1, -1.7], [0.2, 0.0, 0.5], [0.1, 0.0, -0.1], [2.1, 5.3, 3.2], [0.0, 0.0, 0.0], [-0.1, -0.1, 0.0], [0.7, 0.0, 1.0], [0.3, 0.2, 0.0], [0.3, -1.7, -1.8], [-0.5, 0.4, 0.5], [-0.2, 0.7, 0.4], [-0.3, -0.2, -0.1], [0.6, -0.8, 0.3], [0.1, -0.5, -0.7], [-1.0, 1.2, 0.8], [-1.0, 0.8, -1.3], [0.0, -0.8, -0.2], [-1.4, 1.8, 0.4], [0.6, 2.5, 0.6], [-1.9, -0.1, 1.3], [0.2, 0.6, 2.3], [0.0, 1.9, -1.3], [-0.7, -0.1, -1.0], [-0.7, -0.8, 0.9], [1.3, 0.8, -2.1]]
}